# 1
{
  "formula": "C18H48BN4O2",
  "method": "ωB97M-V/def2-TZVPD",
  "symbols": ["H", "C", "H", "C", "C", "H", "H", "H", "H", "H", "O", "H", "H", "H", "H", "H", "C", "H", "C", "C", "H", "C", "B", "H", "H", "H", "H", "H", "C", "H", "H", "C", "H", "H", "H", "H", "H", "C", "H", "H", "H", "H", "H", "H", "H", "N", "H", "H", "C", "H", "H", "H", "N", "H", "C", "H", "H", "N", "H", "H", "C", "C", "C", "C", "H", "H", "H", "H", "N", "O", "C", "H", "C"],
  "positions_angstrom": [[-0.523, -1.588, 2.894], [-0.756, -2.071, 5.012], [-3.436, 2.164, 3.828], [3.314, 2.344, -3.347], [4.918, 2.185, -6.274], [4.108, 2.765, -6.721], [-4.198, -4.122, 4.988], [3.062, 2.408, -2.287], [5.288, 2.735, -5.410], [2.667, 0.927, -8.000], [1.799, -0.812, 1.158], [-5.196, 3.712, 0.703], [5.729, 2.133, -7.006], [-3.404, 2.647, -0.467], [0.908, -2.331, 3.603], [-1.757, -5.268, 5.057], [-3.817, -4.023, 3.969], [-1.378, -1.222, 5.317], [-4.343, 3.405, 1.312], [2.030, 1.153, -5.923], [-3.147, -1.995, 4.149], [0.161, 2.608, 1.286], [0.988, -1.743, -1.953], [0.866, 3.411, 1.064], [5.211, 0.285, -5.282], [-0.030, -1.067, -2.082], [3.971, 0.292, -3.341], [-4.732, 3.043, 2.264], [-0.389, -4.924, 3.441], [-1.824, 2.871, 3.678], [-3.467, -5.001, 3.637], [-2.719, -2.973, 3.906], [1.157, 0.874, -5.330], [0.430, 1.732, 0.695], [-1.050, -4.703, 2.602], [0.924, 0.939, -7.757], [-2.034, 1.302, 4.454], [4.455, 0.765, -5.909], [-2.361, -2.898, 2.868], [-1.202, 0.717, 2.323], [1.594, -1.797, -3.014], [1.865, -0.493, -7.308], [2.633, 3.005, -3.888], [-1.306, 3.429, -0.059], [-4.122, 1.406, 0.532], [1.346, -0.514, 0.087], [0.280, 2.354, 2.340], [-1.489, 3.939, 1.615], [1.869, 0.598, -7.331], [0.559, -4.425, 3.252], [2.251, 0.478, -3.390], [0.512, -0.665, 3.969], [-2.224, 1.995, 1.081], [-3.740, 4.294, 1.508], [-3.535, 2.329, 0.572], [-0.256, -4.549, 5.567], [4.328, 2.729, -3.467], [-1.652, -3.209, 4.864], [4.422, 0.175, -6.830], [-0.095, -2.276, 5.860], [-1.254, 3.070, 0.973], [0.079, -1.653, 3.800], [3.177, 0.885, -3.801], [-1.015, -4.514, 4.780], [-4.642, -3.734, 3.317], [2.027, 2.257, -5.978], [-2.904, 0.404, 2.202], [0.688, -2.874, -1.583], [3.184, 0.617, -5.231], [1.958, -1.083, -0.927], [-2.174, 1.213, 2.299], [-0.202, -6.000, 3.438], [-2.387, 1.936, 3.636]],
  "mulliken_charge": [0.1891, -1.0138, 0.3085, -1.1761, -0.9590, 0.2435, 0.3361, 0.4574, 0.2609, 0.2869, -0.4738, 0.4086, 0.3754, 0.4225, 0.3685, 0.3950, -1.5430, 0.3348, -0.9844, -0.3324, 0.3477, -1.2906, 0.4605, 0.4621, 0.3606, -0.2742, 0.3497, 0.2136, -0.9573, 0.3051, 0.2947, -0.1442, 0.4771, 0.2284, 0.2445, 0.4396, 0.3439, -0.7434, 0.2548, -0.1616, -0.2920, 0.3313, 0.2713, 0.4814, 0.3567, 0.3421, 0.2814, 0.2289, -1.4492, 0.2887, 0.1806, 0.4971, 0.2751, 0.2676, -0.7237, 0.3560, 0.2418, 0.1116, 0.3940, 0.3609, -0.3821, -0.7937, -0.5529, -0.7327, 0.4561, 0.2313, 0.3757, -0.2070, 0.2199, -0.4756, -0.2883, 0.3751, -1.1428],
  "homo_lumo_gap_ev": 7.817,
  "fmax_ha_per_bohr": 0.0137,
  "relative_energy_kcal_mol": 0.0,
  "homo_ev": -5.009,
  "charge": -1,
  "e_tot_ev": -30174.4700
}



# 2
{
  "formula": "C18H48CoF4N2O14S4",
  "method": "ωB97M-V/def2-TZVPD",
  "symbols": ["H", "H", "H", "H", "H", "H", "H", "C", "H", "O", "H", "H", "N", "H", "H", "H", "C", "C", "H", "O", "F", "H", "C", "F", "O", "H", "H", "H", "F", "C", "O", "C", "H", "H", "C", "O", "H", "H", "H", "H", "C", "H", "H", "H", "O", "C", "F", "O", "C", "H", "H", "H", "H", "O", "H", "H", "O", "H", "H", "C", "H", "O", "C", "C", "H", "C", "H", "C", "H", "O", "H", "O", "Co", "S", "S", "C", "H", "H", "S", "C", "H", "H", "O", "H", "H", "O", "H", "C", "H", "N", "S"],
  "positions_angstrom": [[-2.457, 0.570, -5.259], [-3.357, -5.096, 0.736], [0.189, -1.163, 7.714], [2.994, 2.282, -5.271], [-3.193, -4.059, 3.281], [2.339, 1.116, -1.414], [-0.941, -6.037, 2.423], [-2.143, -4.344, 3.188], [3.582, -1.028, 6.444], [1.853, 1.404, -2.219], [2.348, 0.609, 4.775], [2.780, 2.037, 1.769], [0.208, 3.838, -1.982], [3.641, 3.292, -0.313], [5.364, 1.521, 2.427], [-2.433, -7.433, 2.962], [3.648, 1.761, 1.173], [1.555, -0.262, 6.639], [-5.296, -2.408, 0.298], [-0.590, 0.941, -3.545], [-0.973, 2.718, 0.985], [-3.237, 0.533, -3.716], [1.406, 0.336, 5.255], [1.075, -0.901, -1.198], [0.980, -1.170, 1.148], [-0.245, 1.128, -4.425], [-1.803, -4.458, 0.515], [-5.693, 0.324, -2.468], [1.348, 3.914, 0.108], [-1.302, -0.329, -3.720], [-0.995, 5.810, -3.164], [2.824, 1.686, -3.264], [-1.846, -4.441, 4.234], [1.413, 2.522, -4.649], [3.892, 0.615, -3.212], [-2.884, -6.603, 2.794], [5.022, 0.055, 1.433], [0.619, -1.246, -4.202], [3.592, -0.346, -3.634], [-6.960, -0.043, -1.414], [-5.070, -0.333, -0.461], [-1.614, -3.523, 2.702], [-5.153, 0.598, 0.110], [-3.179, -0.978, -4.614], [3.135, 0.868, 0.106], [4.333, 2.846, 0.393], [-0.821, 3.607, -4.100], [2.030, 5.552, -1.503], [-5.451, -1.367, 0.591], [-2.143, -6.199, 0.264], [-0.419, -0.825, -5.597], [0.901, -0.322, 4.547], [-0.794, -2.226, -4.675], [-1.839, 0.624, 1.711], [4.767, 0.950, -3.778], [2.554, -1.882, 7.600], [-0.082, 5.729, -0.296], [4.290, 0.444, -2.209], [5.301, 2.552, -0.014], [-1.934, -5.588, 2.373], [0.742, 1.203, 5.287], [-3.713, -0.531, -0.847], [-0.406, -1.213, -4.569], [-5.950, -0.384, -1.674], [1.887, 0.889, -5.110], [2.569, -1.391, 6.618], [2.306, -2.170, 5.904], [4.587, 0.881, 1.987], [1.779, 0.471, 7.415], [0.225, -0.798, 6.826], [-1.416, -0.792, -2.739], [-0.875, -1.750, -0.338], [-0.148, 1.902, -1.819], [0.860, 4.950, -0.993], [0.119, -0.826, 0.078], [-2.624, -0.072, -4.390], [3.308, 2.603, -2.917], [2.888, 0.038, 0.533], [-0.594, 1.216, 1.370], [2.242, 1.806, -4.641], [-3.242, -1.165, -0.298], [-6.497, -1.276, 0.901], [1.086, 4.990, -4.155], [-4.912, -1.181, 1.525], [4.640, 3.628, 1.100], [0.441, 1.421, 2.317], [4.170, 0.508, 2.929], [-2.307, -5.344, 0.921], [-6.083, -1.363, -2.134], [-0.171, 0.793, -0.135], [-0.044, 4.785, -3.334]],
  "mulliken_charge": [0.3564, 0.3006, 0.3005, 0.4786, 0.3251, -0.1816, 0.2916, -1.1504, 0.3358, 1.0086, 0.2596, 0.0557, 0.3141, 0.1588, 0.4325, 0.3189, 1.0861, 0.5058, 0.3657, 0.0406, -0.3173, 0.2315, -1.1320, -0.3137, -0.6089, 0.1317, 0.0952, 0.3338, -0.1720, 1.1661, -0.5775, 0.9655, 0.3191, 0.2661, -1.4995, -0.5695, 0.2840, 0.3212, 0.2918, 0.4183, 0.9251, 0.1701, 0.0898, 0.4137, -0.1840, -1.4954, -0.2235, -0.6005, -1.6201, 0.3233, 0.4408, 0.2603, 0.4307, -0.5348, 0.4435, 0.3657, -0.5802, 0.2995, 0.3930, 0.6487, 0.3283, -0.3764, -1.6412, -1.4312, 0.2416, -1.2924, 0.3086, -1.3425, 0.2681, -0.5328, -0.1399, -0.5262, 0.1613, 0.9633, 0.4446, -1.3186, 0.1662, -0.0225, 0.5428, -1.5714, 0.1271, 0.4384, -0.5363, 0.3866, 0.4461, -0.4090, 0.2219, -1.0521, 0.3263, 0.7647, 0.8543],
  "s2": 3.76,
  "homo_lumo_gap_ev": [9.976, 8.888],
  "fmax_ha_per_bohr": 0.0839,
  "relative_energy_kcal_mol": 0.0,
  "spin_multiplicity": 4,
  "homo_ev": [-10.017, -10.017],
  "charge": 0,
  "e_tot_ev": -142925.7865
}



# 3
{
  "formula": "C18H48IO6",
  "method": "ωB97M-V/def2-TZVPD",
  "symbols": ["H", "H", "H", "H", "H", "H", "H", "C", "I", "C", "C", "C", "H", "H", "H", "H", "H", "H", "C", "C", "H", "O", "H", "O", "H", "C", "H", "H", "C", "C", "H", "O", "H", "C", "H", "H", "H", "H", "H", "C", "H", "H", "H", "C", "H", "H", "C", "H", "C", "H", "H", "H", "H", "C", "H", "H", "H", "H", "H", "C", "O", "H", "C", "O", "H", "H", "H", "O", "H", "H", "C", "H", "H"],
  "positions_angstrom": [[-4.141, -15.777, -18.689], [-5.502, -14.677, -18.213], [1.472, -4.255, -18.119], [-8.099, -4.806, -25.290], [3.743, -5.441, -21.573], [-6.862, -1.971, -25.452], [-11.703, -9.535, -16.852], [-0.755, -11.397, -27.912], [-3.768, -8.964, -20.936], [-5.858, -16.177, -19.822], [-5.210, -15.689, -18.494], [-6.476, -3.421, -27.118], [3.064, -4.938, -17.790], [-7.840, -3.898, -23.885], [-3.969, -10.159, -13.992], [-1.530, -12.090, -28.241], [1.213, -5.478, -20.917], [-12.438, -8.225, -19.570], [2.616, -4.692, -19.877], [1.175, -11.013, -26.324], [-2.010, -8.832, -12.020], [1.455, -4.569, -20.724], [-9.796, -8.157, -18.138], [-3.645, -8.152, -13.794], [0.710, -10.114, -25.919], [-11.158, -9.832, -17.748], [3.119, -6.616, -20.458], [2.980, -3.665, -19.862], [-2.265, -9.619, -12.730], [-7.921, -3.781, -24.965], [-7.822, -15.917, -20.802], [-10.247, -9.282, -19.823], [4.563, -5.657, -19.988], [0.193, -11.988, -26.860], [-1.077, -10.375, -27.715], [-0.168, -11.317, -28.827], [-0.811, -11.705, -25.249], [1.935, -10.737, -27.054], [-7.300, -2.980, -27.680], [-3.665, -9.404, -13.267], [-5.652, -17.238, -19.961], [0.591, -12.913, -27.279], [1.936, -6.020, -18.276], [2.208, -4.982, -18.463], [-8.822, -3.253, -25.278], [-4.475, -10.083, -11.351], [-10.617, -8.716, -18.586], [-4.642, -8.389, -11.565], [-4.682, -9.331, -12.112], [-10.427, -10.576, -17.430], [-11.839, -10.334, -18.436], [-5.537, -16.431, -17.766], [-6.456, -4.479, -27.382], [-11.676, -7.691, -19.002], [-1.655, -9.404, -13.608], [-5.289, -14.499, -20.693], [-5.689, -9.364, -12.527], [-9.288, -9.285, -19.799], [-7.443, -14.740, -19.679], [3.607, -5.643, -20.510], [-0.641, -12.464, -25.811], [-7.846, -16.337, -19.044], [-7.320, -15.811, -19.841], [-5.240, -15.438, -20.886], [-2.192, -10.632, -12.335], [-5.798, -4.360, -24.713], [-12.036, -7.172, -18.114], [-5.536, -3.462, -24.929], [1.860, -11.428, -25.584], [-5.517, -2.994, -27.411], [-6.720, -3.043, -25.590], [-11.297, -6.939, -19.694], [-3.610, -8.243, -14.749]],
  "mulliken_charge": [0.3176, 0.3341, 0.3012, 0.3508, 0.3211, 0.2740, 0.3283, -1.2082, -0.9987, 0.2209, -1.1459, -1.1039, 0.3617, 0.4097, 0.3749, 0.3294, 0.3464, 0.3274, 0.4486, -1.3216, 0.2991, -0.5417, 0.3829, -0.5674, 0.3582, -1.2202, 0.3530, 0.2435, -1.2022, -1.3963, 0.3280, -0.5681, 0.3493, 0.4142, 0.3048, 0.3494, 0.3435, 0.3590, 0.3445, 0.3975, 0.3259, 0.2644, 0.3345, -1.2509, 0.3721, 0.3394, 0.4414, 0.3446, -1.3070, 0.2876, 0.3198, 0.3543, 0.2776, -1.3074, 0.2965, 0.3601, 0.3110, 0.3505, 0.3021, -1.2667, -0.5496, 0.3343, -1.1727, -0.5589, 0.3673, 0.3420, 0.3549, -0.5277, 0.3564, 0.3104, 0.3469, 0.3020, 0.3459],
  "homo_lumo_gap_ev": 6.075,
  "fmax_ha_per_bohr": 0.0616,
  "relative_energy_kcal_mol": 70.3,
  "homo_ev": -3.596,
  "charge": -1,
  "e_tot_ev": -39830.3233
}